{"formula": "C2HN4O7S2", "method": "the ωB97M-V functional and the def2-TZVPD basis", "elements": ["C", "C", "N", "N", "N", "N", "O", "O", "O", "O", "O", "O", "O", "S", "S", "H"], "positions_angstrom": [[-4.435903, 1.260268, -0.941947], [-0.358168, 1.518309, 0.937483], [-5.335371, 1.973695, -0.884198], [-2.361870, 0.630072, 0.556119], [0.422418, 0.666385, 0.473206], [-2.469001, -0.347280, 1.451119], [-1.773495, -0.197195, 2.426346], [2.639295, -0.076660, -0.584978], [-0.534023, 2.635775, 1.266394], [-3.239518, -1.273664, 1.297196], [2.765714, 1.545035, 1.357070], [2.048737, 2.205881, -0.849503], [0.006720, -0.542331, 0.016697], [-3.057408, 0.314959, -0.999047], [2.249373, 1.146787, 0.099989], [0.770726, -0.647527, -0.586206]], "atomic_forces_ev_per_a": [[2.393, -1.021, -0.385], [-2.073, 1.939, 0.269], [-1.713, 1.142, 0.137], [-0.445, 1.639, -0.400], [2.259, 0.668, 0.506], [0.496, -0.278, 0.377], [0.944, -0.252, 1.456], [-0.166, -0.319, 1.259], [0.366, -0.392, 0.331], [-0.837, -0.830, -0.404], [0.350, -0.640, 0.925], [-0.230, 0.420, 0.229], [0.424, -0.896, -0.794], [-0.912, -0.521, -0.697], [-0.693, 0.482, -2.522], [-0.162, -1.140, -0.288]], "lowdin_charge": [-0.642, -0.348, 0.078, -0.230, -0.137, -0.576, 0.038, -0.321, 0.165, -0.009, -0.270, -0.304, -0.008, 0.970, 0.505, 0.089], "charge": -1, "multiplicity": 3, "s_squared": 2.023, "homo_energy_ev": [-2.60, -6.99], "total_energy_ha": -1618.615792, "lumo_energy_ev": [2.38, -1.01]}



{"formula": "C2HN5O", "method": "the ωB97M-V functional and the def2-TZVPD basis", "elements": ["O", "C", "N", "N", "C", "N", "N", "N", "H"], "positions_angstrom": [[-2.002976, -0.218890, 0.705962], [-1.151693, -0.278266, -0.146090], [-0.741781, 0.923341, -0.900715], [0.358586, 1.346422, -0.594356], [0.963534, 0.592080, 0.431757], [1.232268, -0.615435, 0.456525], [0.690073, -1.561466, -0.446852], [-0.502542, -1.482175, -0.714453], [1.154535, 1.294388, 1.208224]], "atomic_forces_ev_per_a": [[1.522, -0.517, -1.453], [-1.759, 0.291, 0.512], [-1.975, -1.020, -0.894], [0.687, -0.142, 0.050], [0.244, 2.631, -0.478], [-0.301, -2.912, 0.583], [1.612, 0.657, -0.072], [-1.154, 1.052, 0.665], [1.123, -0.040, 1.088]], "lowdin_charge": [0.144, -0.469, 0.123, 0.077, -0.220, 0.094, 0.023, 0.113, 0.116], "relative_energy_kcal_mol": 72.4, "smiles": "O=c1nncnnn1", "homo_energy_ev": -9.98, "total_energy_ha": -425.662604, "lumo_energy_ev": -1.03}



{"formula": "C2HNO", "method": "the ωB97M-V functional and the def2-TZVPD basis", "elements": ["N", "C", "C", "O", "H"], "positions_angstrom": [[-0.851459, -1.421344, -1.113469], [-0.165578, -0.776831, -0.434340], [0.348228, 0.349299, 0.373637], [-0.570635, 1.126143, 0.297069], [1.248754, 0.701080, 0.955544]], "atomic_forces_ev_per_a": [[1.113, 0.499, 0.850], [0.665, -1.722, -0.557], [-1.692, 1.140, -0.467], [0.149, 1.674, 0.969], [-0.235, -1.591, -0.795]], "lowdin_charge": [0.160, -0.170, -0.196, 0.065, 0.141], "relative_energy_kcal_mol": 25.1, "smiles": "N#CC=O", "homo_energy_ev": -11.17, "total_energy_ha": -206.732926, "lumo_energy_ev": -0.69}



{"formula": "C2HNO", "method": "the ωB97M-V functional and the def2-TZVPD basis", "elements": ["N", "C", "C", "O", "H"], "positions_angstrom": [[0.167543, -1.815112, -0.383269], [0.111480, -0.701509, -0.086184], [-0.323123, 0.584080, 0.391051], [0.161261, 1.604687, -0.024881], [-1.193031, 0.572859, 1.052735]], "atomic_forces_ev_per_a": [[0.308, 0.695, 0.028], [-0.284, -1.943, -0.038], [0.102, 1.561, -0.683], [-0.113, -0.190, 0.400], [-0.012, -0.123, 0.293]], "lowdin_charge": [0.184, -0.149, -0.253, 0.090, 0.126], "relative_energy_kcal_mol": 7.9, "smiles": "N#CC=O", "homo_energy_ev": -11.67, "total_energy_ha": -206.760459, "lumo_energy_ev": -0.86}



{"formula": "C2HNO2S", "method": "the ωB97M-V functional and the def2-TZVPD basis", "elements": ["O", "C", "O", "N", "C", "S", "H"], "positions_angstrom": [[-0.603602, -2.544814, 0.920782], [0.464988, -2.178946, 0.888707], [1.506976, -1.746010, 0.730086], [-0.452556, -0.208994, -1.020023], [-0.405988, 0.912892, -0.768475], [-0.557709, 2.384450, 0.083018], [0.047892, 3.381421, -0.834095]], "atomic_forces_ev_per_a": [[-3.146, -1.466, 0.735], [0.672, 0.746, -0.944], [2.504, 0.645, 0.269], [0.107, -0.021, -0.446], [-0.082, 0.568, 0.514], [0.918, 1.645, -1.424], [-0.974, -2.117, 1.297]], "lowdin_charge": [0.216, -0.508, 0.202, 0.109, -0.710, 0.729, -0.038], "relative_energy_kcal_mol": 17.5, "smiles": "O=C=O.N#CS", "homo_energy_ev": -10.55, "total_energy_ha": -680.232167, "lumo_energy_ev": 0.01}



{"formula": "C2HNO2S", "method": "the ωB97M-V functional and the def2-TZVPD basis", "elements": ["O", "C", "O", "N", "C", "S", "H"], "positions_angstrom": [[-0.360841, 1.508366, 2.418120], [-0.194391, 1.639066, 1.312062], [-0.020291, 1.606992, 0.171504], [1.481299, -1.698363, -1.954122], [0.578445, -1.560978, -1.290300], [-0.929354, -1.402671, -0.521665], [-0.554868, -0.092413, -0.135599]], "atomic_forces_ev_per_a": [[-0.548, 0.229, 3.382], [0.453, -0.559, -1.865], [0.255, 0.870, -1.226], [2.556, -0.365, -1.446], [-2.634, 0.090, 1.119], [0.727, 1.377, 0.544], [-0.809, -1.642, -0.508]], "lowdin_charge": [0.268, -0.441, 0.167, 0.081, -0.742, 0.782, -0.114], "relative_energy_kcal_mol": 16.7, "smiles": "O=C=O.N#CS", "homo_energy_ev": -10.26, "total_energy_ha": -680.233377, "lumo_energy_ev": 0.05}



{"formula": "C2HNO3", "method": "the ωB97M-V functional and the def2-TZVPD basis", "elements": ["C", "N", "O", "H", "O", "C", "O"], "positions_angstrom": [[0.742000, 0.483803, -1.269584], [0.308550, -0.557913, -1.014962], [-0.246445, -1.437004, -0.379853], [1.185347, 1.369213, -1.650832], [-1.167400, -0.773194, 2.090866], [-0.648615, -0.012896, 1.383154], [-0.171444, 0.916331, 0.860816]], "atomic_forces_ev_per_a": [[0.097, -1.235, -1.015], [0.297, 0.968, 0.115], [0.221, -0.301, -0.720], [0.046, 0.022, -0.099], [0.095, -0.109, -0.245], [-0.362, 0.627, 1.083], [-0.393, 0.028, 0.880]], "lowdin_charge": [0.168, -0.177, 0.004, 0.097, 0.203, -0.434, 0.139], "relative_energy_kcal_mol": 60.7, "smiles": "C#[N+][O-].O=C=O", "homo_energy_ev": -10.34, "total_energy_ha": -357.195903, "lumo_energy_ev": 0.60}



{"formula": "C2HNO3S", "method": "the ωB97M-V functional and the def2-TZVPD basis", "elements": ["O", "C", "N", "O", "H", "O", "C", "S"], "positions_angstrom": [[0.025225, 1.194680, 1.696656], [-0.485029, 0.234292, 1.226491], [-1.134199, -0.947787, 1.250610], [-0.805660, -0.388843, -0.027546], [-0.656991, -1.792905, 1.377067], [-0.057924, 1.054334, -2.267994], [0.883978, 0.619402, -1.874731], [2.230601, 0.026826, -1.380552]], "atomic_forces_ev_per_a": [[-0.809, -1.345, -0.654], [0.515, -0.288, -1.382], [-2.089, 0.482, 2.267], [0.907, 2.423, -0.632], [1.298, -1.357, 0.567], [-4.325, 2.009, -1.730], [3.716, -1.583, 1.219], [0.787, -0.343, 0.344]], "lowdin_charge": [0.186, -0.436, 0.141, -0.018, 0.109, 0.162, -0.925, 0.781], "relative_energy_kcal_mol": 64.6, "smiles": "O=C1NO1.O=C=S", "homo_energy_ev": -10.39, "total_energy_ha": -755.385264, "lumo_energy_ev": 0.49}



{"formula": "C2HNO3S", "method": "the ωB97M-V functional and the def2-TZVPD basis", "elements": ["C", "C", "N", "O", "O", "O", "S", "H"], "positions_angstrom": [[-0.754253, -0.634785, 1.006644], [-0.065380, 0.405933, -1.911987], [0.006203, 0.299417, 0.302942], [-0.329783, -1.644054, 1.445369], [-1.063837, 0.587655, -2.423246], [2.426229, 1.053326, -0.049517], [1.553969, 0.187457, 0.688338], [-1.773149, -0.254947, 0.941458]], "atomic_forces_ev_per_a": [[-0.432, 1.457, -1.055], [-0.385, 0.061, -2.312], [3.453, 0.857, 1.269], [-0.004, -1.942, 1.002], [0.483, -0.063, 0.663], [-0.259, 0.203, -0.238], [-2.148, -0.052, -0.033], [-0.708, -0.522, 0.704]], "lowdin_charge": [-0.465, -0.032, -0.317, 0.044, 0.057, -0.441, 1.028, 0.127], "relative_energy_kcal_mol": 57.6, "homo_energy_ev": -10.62, "total_energy_ha": -755.396397, "lumo_energy_ev": -1.99}



{"formula": "C2HNO4", "method": "the ωB97M-V functional and the def2-TZVPD basis", "elements": ["O", "C", "C", "O", "N", "O", "O", "H"], "positions_angstrom": [[-0.658463, 1.013333, -0.146038], [-0.653716, 0.601964, 0.960399], [0.444952, -0.838150, 1.387844], [1.077832, -1.438199, 0.615707], [0.115144, -0.960282, 2.810927], [-1.021056, -1.176950, 3.002736], [1.000410, -0.692181, 3.617830], [-1.254251, 0.721984, 1.872883]], "atomic_forces_ev_per_a": [[-0.220, 0.028, 1.322], [1.842, -2.639, -0.661], [-2.132, 3.718, -2.162], [0.508, -0.829, 0.545], [4.372, -0.662, 0.802], [-3.075, -0.489, 0.864], [-0.874, -0.059, -0.456], [-0.422, 0.933, -0.254]], "lowdin_charge": [0.127, -0.067, -0.211, 0.211, -0.413, 0.126, 0.117, 0.109], "relative_energy_kcal_mol": 100.2, "smiles": "O=CC(=O)[N+](=O)[O-]", "homo_energy_ev": -10.16, "total_energy_ha": -432.353349, "lumo_energy_ev": -1.19}



{"formula": "C2HNO4", "method": "the ωB97M-V functional and the def2-TZVPD basis", "elements": ["C", "C", "N", "O", "O", "O", "O", "H"], "positions_angstrom": [[-0.310016, 1.479219, 0.115694], [0.223841, 0.125725, -0.141844], [-0.220960, -1.311024, -0.006102], [-0.897964, 2.356403, -0.374427], [-1.412429, -1.522475, -0.127906], [0.651659, -2.118591, 0.201138], [0.221646, 0.864792, 1.138083], [1.744226, 0.125953, -0.804637]], "atomic_forces_ev_per_a": [[-1.253, -2.563, -2.215], [5.472, 0.213, -1.308], [-0.557, 0.400, -0.261], [-0.103, 1.500, 0.772], [0.504, 0.166, 0.140], [-0.251, 0.260, -0.013], [0.553, 0.244, 0.943], [-4.365, -0.219, 1.942]], "lowdin_charge": [-0.477, -0.022, -0.374, 0.213, 0.111, 0.094, 0.171, 0.283], "relative_energy_kcal_mol": 152.2, "homo_energy_ev": -11.06, "total_energy_ha": -432.270498, "lumo_energy_ev": -0.99}



{"formula": "C2HNOS2", "method": "the ωB97M-V functional and the def2-TZVPD basis", "elements": ["C", "N", "S", "H", "O", "C", "S"], "positions_angstrom": [[-1.480568, -0.646272, -0.315071], [-0.788118, -1.590666, -0.034227], [0.195459, -2.758295, 0.032692], [-2.075142, 0.040717, 0.201468], [0.471103, 2.436224, 0.457350], [1.276466, 1.756742, 0.016382], [2.400798, 0.761547, -0.358597]], "atomic_forces_ev_per_a": [[2.207, -3.110, 0.921], [-2.690, 3.956, -1.521], [1.311, -1.739, 0.309], [-0.785, 0.931, 0.294], [-1.098, 1.001, -0.014], [0.609, -0.663, 0.601], [0.446, -0.375, -0.590]], "lowdin_charge": [0.055, -0.727, 0.630, 0.056, 0.106, -0.902, 0.782], "relative_energy_kcal_mol": 17.7, "smiles": "C#[N+][S-].O=C=S", "homo_energy_ev": -8.90, "total_energy_ha": -1003.117210, "lumo_energy_ev": -0.24}



{"formula": "C2HNS", "method": "the ωB97M-V functional and the def2-TZVPD basis", "elements": ["C", "C", "N", "S", "H"], "positions_angstrom": [[1.070257, 0.261498, -0.020457], [-0.663397, -0.300472, 0.007045], [2.119483, 0.700116, 0.016141], [-1.866981, 0.717220, 0.000532], [-0.659360, -1.378364, -0.003263]], "atomic_forces_ev_per_a": [[-6.541, -1.717, 0.111], [7.342, -0.939, -0.060], [1.522, 0.492, -0.007], [-2.171, 2.152, -0.031], [-0.153, 0.011, -0.013]], "lowdin_charge": [-0.205, -0.665, 0.065, 0.789, 0.016], "relative_energy_kcal_mol": 0.0, "multiplicity": 3, "s_squared": 2.006, "homo_energy_ev": [-8.18, -11.75], "total_energy_ha": -529.580474, "lumo_energy_ev": [0.67, -3.66]}



{"formula": "C2HO2P", "method": "the ωB97M-V functional and the def2-TZVPD basis", "elements": ["O", "C", "O", "C", "P", "H"], "positions_angstrom": [[-3.391775, 0.011151, -0.105201], [-2.295987, -0.289032, 0.089493], [-1.216387, -0.562684, 0.279593], [2.180482, 0.283240, -0.391895], [2.571166, -0.744367, 0.774876], [2.152503, 1.301694, -0.646864]], "atomic_forces_ev_per_a": [[-0.922, 0.169, -0.159], [-2.218, 0.714, -0.405], [3.109, -0.891, 0.571], [1.480, -2.726, 4.135], [-1.067, 1.884, -3.031], [-0.382, 0.849, -1.110]], "lowdin_charge": [0.209, -0.448, 0.206, -0.517, 0.655, -0.104], "relative_energy_kcal_mol": 11.6, "smiles": "O=C=O.C#P", "homo_energy_ev": -9.97, "total_energy_ha": -568.589582, "lumo_energy_ev": -0.10}



{"formula": "C2HO2S2", "method": "the ωB97M-V functional and the def2-TZVPD basis", "elements": ["C", "C", "O", "O", "S", "S", "H"], "positions_angstrom": [[0.011091, 1.041901, 0.279026], [-0.149800, -0.382027, -0.147183], [-0.560251, 1.202825, 1.346145], [0.817240, 1.728309, -0.263685], [0.797823, -1.158527, -1.500976], [0.844117, -1.614895, 0.530610], [-1.760220, -0.817587, -0.243938]], "atomic_forces_ev_per_a": [[-0.334, -1.351, 1.968], [-4.555, -2.169, -2.043], [-1.856, 0.634, 1.992], [2.359, 2.326, -2.730], [-0.205, 0.060, 0.173], [0.437, -0.633, 0.381], [4.154, 1.133, 0.260]], "lowdin_charge": [-0.981, -1.007, -0.066, -0.013, 0.407, 0.468, 0.192], "relative_energy_kcal_mol": 59.0, "charge": -1, "homo_energy_ev": -4.33, "total_energy_ha": -1023.631256, "lumo_energy_ev": 3.24}